A 2-piece molecular cluster, C18H35N4O4P overall, computed with ωB97M-V/def2-TZVPD.

CARTESIAN COORDINATES (ANGSTROEM)
C1 3.1139 -3.4561 -2.0571
C2 2.0596 -3.1341 -1.3007
C3 0.6645 -2.7393 -1.7934
C4 0.6206 -1.6584 -2.8657
C5 -0.1515 -0.5764 -2.8050
C6 -1.1625 -0.1426 -1.7728
C7 -2.5723 -0.2274 -2.4810
C8 -3.4602 -1.3776 -1.9210
C9 -4.3168 -2.1016 -2.9941
C10 -3.8282 -3.5375 -3.2974
N1 -3.6746 -4.3495 -2.0569
C11 0.0916 0.3118 -4.0208
O1 -0.3890 1.3257 -4.2939
O2 1.0314 -0.3367 -4.7906
C12 1.3739 -1.5351 -4.1764
O3 2.1114 -2.2496 -4.7289
H1 3.4753 -2.9047 -2.9262
H2 3.7102 -4.3226 -1.7369
H3 2.2037 -3.1775 -0.2115
H4 0.0671 -3.6205 -2.0803
H5 0.1368 -2.3161 -0.9215
H6 -1.1782 -0.7939 -0.8900
H7 -1.0106 0.8914 -1.4326
H8 -3.1303 0.7175 -2.3999
H9 -2.4154 -0.4031 -3.5581
H10 -4.1448 -0.9219 -1.1837
H11 -2.8540 -2.1090 -1.3603
H12 -5.3562 -2.1966 -2.6310
H13 -4.3369 -1.5633 -3.9573
H14 -4.5801 -4.0595 -3.9211
H15 -2.8904 -3.5462 -3.8788
H16 -4.2558 -3.9196 -1.3402
H17 -4.0584 -5.2742 -2.2264
O4 2.4887 0.2505 2.1610
P1 2.1670 1.5497 2.8837
N2 0.5796 1.0768 3.3932
C13 -0.6379 1.8459 3.3302
C14 0.5431 0.0148 4.4013
N3 2.1311 2.5042 1.4085
C15 0.9037 3.0165 0.8241
C16 2.8843 1.9222 0.2892
N4 2.1547 2.9930 3.8370
C17 2.0571 2.8554 5.2848
C18 2.0603 4.3743 3.4019
H18 -0.6204 2.7671 3.9343
H19 -1.4941 1.2685 3.6848
H20 -0.9162 2.1157 2.3119
H21 0.9110 0.3602 5.3750
H22 1.1580 -0.8315 4.0900
H23 -0.4661 -0.3738 4.5449
H24 0.2422 2.2087 0.4817
H25 1.1262 3.6436 -0.0446
H26 0.3476 3.6741 1.4911
H27 2.3260 1.1070 -0.1888
H28 3.8483 1.5359 0.6105
H29 3.0784 2.6790 -0.4761
H30 1.0297 2.6607 5.6150
H31 2.3827 3.7513 5.8154
H32 2.6878 2.0420 5.6505
H33 1.0169 4.6814 3.2945
H34 2.5979 4.5611 2.4759
H35 2.5186 5.0497 4.1308

## Properties
Molecular weight ... 402.48 Da
Spin multiplicity ... 1
Net charge ... 0
HOMO ... -8.22 eV
SMILES ... C=CCC1=C(CCCCCN)C(=O)OC1=O.CN(C)P(=O)(N(C)C)N(C)C
Electronic energy ... -1568.05090 hartree
HOMO-LUMO gap ... 8.0 eV

---

A 6-piece molecular cluster, C18H35NO6S overall, computed with ωB97M-V/def2-TZVPD.

CARTESIAN COORDINATES (ANGSTROEM)
C1 2.5617 -5.1816 -0.3960
C2 1.3290 -4.3847 0.0162
O1 0.9979 -3.4732 -0.7127
C3 0.4814 -4.7062 1.3292
H1 3.4635 -4.9905 0.1856
H2 2.6954 -4.9716 -1.4572
H3 2.3365 -6.2426 -0.2876
H4 -0.1256 -3.8029 1.3898
H5 1.0867 -4.9297 2.2077
H6 -0.0768 -5.6295 1.1743
C4 -0.7643 -0.4311 3.9691
C5 -0.4906 -1.9019 3.6966
O2 -1.3046 -2.5646 3.0807
C6 0.7800 -2.5430 4.2334
H7 0.1292 0.0585 3.5818
H8 -0.7218 -0.0150 4.9756
H9 -1.6357 -0.1176 3.3942
H10 1.0605 -3.5362 3.8825
H11 0.8145 -2.4575 5.3194
H12 1.6482 -2.0056 3.8519
C7 3.1916 -1.3951 1.4236
C8 3.9044 -0.1015 1.0416
O3 3.3552 0.7440 0.3963
C9 5.3488 0.1242 1.4719
H13 2.1250 -1.3612 1.2013
H14 3.4531 -1.4380 2.4809
H15 3.5985 -2.2649 0.9079
H16 6.0646 -0.6514 1.1994
H17 5.2382 -0.1012 2.5326
H18 5.5427 1.1769 1.2662
C10 -5.1534 0.7916 -2.8822
C11 -6.2360 1.7892 -3.1250
O4 -7.4240 1.3730 -3.2876
C12 -5.7167 3.2417 -3.3088
H19 -5.2467 0.2576 -1.9365
H20 -4.1777 1.2011 -3.1439
H21 -5.5344 0.0688 -3.6036
H22 -5.6215 3.5313 -4.3553
H23 -4.7962 3.4378 -2.7589
H24 -6.4679 3.8494 -2.8043
C13 -1.3274 -0.5271 0.5014
C14 -1.6661 -0.3667 -0.9312
N1 -1.9267 -0.1182 -2.0322
H25 -0.2592 -0.3289 0.5900
H26 -1.4223 -1.5729 0.7939
H27 -1.9210 0.0572 1.2044
C15 1.4053 2.3807 -1.9429
C16 0.9300 2.9855 -0.6130
C17 0.6150 4.5504 -0.7958
S1 -0.1277 4.6631 -2.4664
O5 0.6433 5.6858 -3.1515
O6 -1.6074 4.7444 -2.3678
C18 0.2433 2.8140 -2.9255
H28 1.5043 1.2994 -1.8473
H29 2.3370 2.7396 -2.3802
H30 1.7436 2.8275 0.0949
H31 0.0485 2.4569 -0.2505
H32 1.5112 5.1595 -0.9136
H33 -0.0828 4.9507 -0.0603
H34 0.3204 2.8550 -4.0120
H35 -0.6742 2.2971 -2.6444

## Properties
Molecular weight ... 393.55 Da
Spin multiplicity ... 2
Net charge ... -1
HOMO (spin up / spin down) ... 0.27 / -7.09 eV
Electronic energy ... -1611.11541 hartree
HOMO-LUMO gap (spin up / spin down) ... 2.3 / 9.7 eV

---

A 2-piece molecular cluster, C18H35NO7P2 overall, computed with ωB97M-V/def2-TZVPD.

CARTESIAN COORDINATES (ANGSTROEM)
C1 8.6548 -0.1836 0.4362
C2 7.5790 0.2103 0.8452
C3 6.1670 0.6158 1.3772
C4 5.2051 -0.6781 1.5155
C5 4.2770 -0.6783 0.2297
N1 3.1965 -1.6766 0.1868
C6 2.3004 -1.7092 1.3619
C7 1.0812 -0.6936 1.3382
C8 1.4770 0.8107 1.0735
O1 0.2271 1.5914 1.1145
C9 0.2781 2.5159 0.0473
C10 -0.7001 2.4405 -1.1857
O2 1.1279 3.3889 0.0961
O3 0.4965 -0.7254 2.6624
C11 -0.8176 -1.3264 2.6808
P1 -2.2527 -0.1107 2.9391
C12 -1.5447 1.3748 3.8520
C13 -2.9173 0.3381 1.2372
P2 1.4993 -3.4568 1.3570
C14 2.8141 -4.7619 1.7121
O4 0.8790 -3.6394 -0.2325
H1 9.4475 -0.5701 -0.2497
H2 5.6890 1.4173 0.7384
H3 6.2782 1.0786 2.4081
H4 5.8885 -1.5656 1.6135
H5 4.6139 -0.4852 2.4657
H6 3.9435 0.3920 0.0550
H7 4.9659 -0.9091 -0.6505
H8 3.5868 -2.6244 0.0978
H9 2.7876 -1.6318 2.3781
H10 0.3703 -1.0012 0.5187
H11 2.1362 1.2320 1.8937
H12 1.9244 0.9906 0.0466
H13 -1.7235 2.7379 -0.7920
H14 -0.7016 1.4223 -1.6690
H15 -0.4143 3.1815 -1.9890
H16 -1.0514 -1.9916 1.8015
H17 -0.8369 -2.0067 3.5941
H18 -0.4718 1.1555 4.1573
H19 -1.6323 2.2860 3.1978
H20 -2.1320 1.4926 4.8159
H21 -2.8348 -0.5970 0.5922
H22 -4.0229 0.5396 1.3387
H23 -2.4026 1.2081 0.7424
H24 3.6820 -4.2208 2.2115
H25 2.3393 -5.5075 2.4092
H26 3.1413 -5.2399 0.7442
H27 -0.0203 -3.2537 -0.1761
C15 -7.7401 0.8633 -3.9763
C16 -7.0107 1.7289 -2.9673
O5 -5.6943 1.2251 -2.7061
C17 -4.7803 1.4760 -3.6516
O6 -4.9657 2.0847 -4.6753
O7 -3.6234 0.9140 -3.2718
C18 -2.5824 1.0226 -4.2416
H28 -7.7449 -0.1802 -3.6530
H29 -8.7700 1.2021 -4.1009
H30 -7.2497 0.8925 -4.9507
H31 -7.5458 1.7066 -2.0168
H32 -6.9658 2.7725 -3.2883
H33 -2.4291 2.0592 -4.5448
H34 -2.8131 0.3997 -5.1073
H35 -1.6621 0.6572 -3.7871

## Properties
Molecular weight ... 439.43 Da
Spin multiplicity ... 1
Net charge ... 0
HOMO ... -7.70 eV
SMILES ... C#CCCCN[C@@H]([C@H](COC(C)=O)OCP(C)C)P(C)O.CCOC(=O)OC
Electronic energy ... -1970.82312 hartree
HOMO-LUMO gap ... 8.1 eV

---

C18H36BeFO18 as an isolated structure, computed with ωB97M-V/def2-TZVPD.

CARTESIAN COORDINATES (ANGSTROEM)
Be1 13.6574 -7.9806 -30.6723
F1 10.8982 -7.7875 -28.1131
C1 13.8777 -2.9715 -27.6855
O1 15.1305 -2.4005 -28.1169
C2 15.6749 -2.9027 -29.2133
O2 15.1285 -3.6723 -30.0564
O3 16.9477 -2.3764 -29.3086
C3 17.7528 -2.8032 -30.4418
H1 14.0194 -3.9840 -27.3075
H2 13.1481 -2.9525 -28.4950
H3 13.3710 -2.3528 -26.9448
H4 18.3179 -1.9970 -30.9096
H5 17.2038 -3.2759 -31.2562
H6 18.5315 -3.4713 -30.0737
C4 7.5622 -10.2087 -32.2194
O4 7.9820 -10.4543 -33.5534
C5 9.2912 -10.4484 -33.9172
O5 10.2919 -10.2758 -33.2114
O6 9.3191 -10.4066 -35.2553
C6 10.5591 -10.4353 -35.9505
H7 7.7551 -10.9869 -31.4810
H8 6.4754 -10.1617 -32.2889
H9 7.8484 -9.1940 -31.9430
H10 10.5967 -9.5181 -36.5382
H11 10.4917 -11.3376 -36.5583
H12 11.4209 -10.6113 -35.3067
C7 16.9988 -13.0727 -28.6180
O7 15.7815 -13.6778 -28.1959
C8 14.6981 -13.2096 -28.7461
O8 14.5521 -12.3945 -29.6683
O9 13.7318 -13.8621 -28.1578
C9 12.3386 -13.5534 -28.3528
H13 17.8364 -13.6602 -28.2420
H14 17.0349 -12.0988 -28.1298
H15 17.0531 -13.0185 -29.7053
H16 12.0764 -14.1310 -29.2392
H17 12.1547 -12.4912 -28.5139
H18 11.6584 -13.8211 -27.5443
C10 11.9035 -3.8347 -35.7543
O10 10.6943 -3.6400 -35.0337
C11 10.4502 -4.2466 -33.8839
O11 11.0838 -5.1373 -33.3496
O12 9.3790 -3.7183 -33.3749
C12 9.1414 -3.8076 -32.0288
H19 11.8997 -4.8223 -36.2158
H20 12.7221 -3.7190 -35.0440
H21 11.9962 -3.0859 -36.5409
H22 8.3763 -3.0804 -31.7571
H23 10.0667 -3.5247 -31.5269
H24 8.9405 -4.8483 -31.7745
C13 5.0384 -6.4320 -25.8571
O13 4.0412 -6.3136 -24.9385
C14 3.5251 -5.1530 -24.6420
O14 3.7904 -4.0388 -25.1365
O15 2.5679 -5.3471 -23.6840
C15 1.8790 -4.2040 -23.1800
H25 4.8418 -6.0203 -26.8470
H26 5.3183 -7.4854 -25.8689
H27 5.9622 -6.0351 -25.4361
H28 1.2179 -4.5900 -22.4040
H29 1.4228 -3.6262 -23.9838
H30 2.5630 -3.5569 -22.6310
C16 19.0050 -7.5895 -26.6931
O16 18.1886 -7.9599 -25.5528
C17 16.8607 -8.1779 -25.6747
O17 16.2094 -8.0851 -26.7379
O18 16.4156 -8.6115 -24.4604
C18 15.0199 -8.8718 -24.3012
H31 18.9665 -8.4128 -27.4064
H32 20.0772 -7.5436 -26.5024
H33 18.7590 -6.6089 -27.1006
H34 14.8410 -9.0888 -23.2480
H35 14.7096 -9.7400 -24.8826
H36 14.3437 -8.1171 -24.7026

## Properties
Molecular weight ... 568.48 Da
Spin multiplicity ... 1
Net charge ... +1
HOMO ... -11.90 eV
Electronic energy ... -2175.73069 hartree
HOMO-LUMO gap ... 1.4 eV

---

A 7-piece molecular cluster, C18H36Br10O2 overall, computed with ωB97M-V/def2-TZVPD.

CARTESIAN COORDINATES (ANGSTROEM)
C1 -0.4629 3.6723 -3.7237
C2 0.9245 3.0070 -3.8788
C3 1.2111 2.7105 -2.3925
O1 0.0210 2.6302 -1.6538
C4 -1.0483 3.2548 -2.3540
H1 -1.1413 3.4568 -4.5471
H2 -0.2124 4.7365 -3.7567
H3 1.6969 3.6864 -4.2198
H4 0.8085 2.0646 -4.4152
H5 1.8123 3.5206 -1.9535
H6 1.8814 1.8523 -2.2951
H7 -1.5165 4.1169 -1.8780
H8 -1.8362 2.5356 -2.5932
C5 -1.1180 -2.8916 6.3450
C6 -1.8219 -1.8562 5.4769
C7 -1.0046 -0.5733 5.6921
O2 -0.4716 -0.6984 6.9865
C8 -0.0743 -2.0661 7.1337
H9 -0.7090 -3.7097 5.7495
H10 -1.8421 -3.3579 7.0132
H11 -2.8281 -1.6974 5.8663
H12 -1.9357 -2.1737 4.4410
H13 -1.7008 0.2598 5.5736
H14 -0.2542 -0.4064 4.9099
H15 -0.0587 -2.3455 8.1860
H16 0.9461 -2.2545 6.7863
Br1 -2.5415 -0.1244 -1.7053
C9 -0.7835 -0.6446 -1.0093
C10 -0.5636 -0.0856 0.3682
Br2 -1.6240 -1.1480 1.6722
H17 0.0012 -0.2004 -1.6285
H18 -0.5122 -1.6970 -1.0805
H19 -1.0780 0.8664 0.4660
H20 0.4512 0.0726 0.6984
Br3 0.6750 1.8470 2.7363
C11 -0.2693 3.4596 3.2534
C12 -0.5178 4.2501 1.9838
Br4 -1.8242 5.6590 2.3692
H21 0.1677 4.0287 4.0687
H22 -1.2502 3.1658 3.6297
H23 -0.9278 3.6484 1.1829
H24 0.3971 4.7379 1.6574
Br5 2.3160 -0.1932 -5.9421
C13 2.3032 -0.5089 -4.0017
C14 3.6659 -0.2173 -3.4359
Br6 3.6945 -0.5523 -1.4873
H25 2.0448 -1.5355 -3.7427
H26 1.5467 0.1054 -3.5198
H27 3.9491 0.8246 -3.5828
H28 4.4570 -0.7858 -3.9184
Br7 2.0188 -2.1923 1.1508
C15 1.1487 -2.9309 2.7788
C16 1.9181 -4.1627 3.2117
Br8 3.7452 -3.7772 3.8309
H29 0.1574 -3.2975 2.5302
H30 1.1030 -2.2451 3.6203
H31 1.8038 -4.9750 2.4879
H32 1.3750 -4.6837 4.0097
Br9 -0.3481 -2.7732 -5.5220
C17 -2.0129 -1.8279 -5.9007
C18 -2.4076 -1.7261 -7.3479
Br10 -1.0224 -0.9181 -8.4517
H33 -1.8591 -0.8190 -5.5167
H34 -2.7861 -2.2342 -5.2531
H35 -3.3356 -1.1616 -7.3922
H36 -2.5408 -2.7215 -7.7662

## Properties
Molecular weight ... 1083.52 Da
Spin multiplicity ... 1
Net charge ... 0
HOMO ... -9.81 eV
SMILES ... C1CCOC1.C1CCOC1.BrCCBr.BrCCBr.BrCCBr.BrCCBr.BrCCBr
Electronic energy ... -26598.00395 hartree
HOMO-LUMO gap ... 10.1 eV

---

C18H36CaGeNO8 as an isolated structure, computed with ωB97M-V/def2-TZVPD.

CARTESIAN COORDINATES (ANGSTROEM)
Ca1 -0.0115 0.1021 -0.1662
O1 1.6814 1.9484 -3.0971
C1 2.9431 1.5058 -3.5138
C2 2.8632 0.1524 -4.2158
N1 2.5358 -0.9547 -3.3245
C3 3.4430 -1.2521 -2.2628
C4 3.2814 -0.4645 -0.8714
O2 4.2650 -0.5178 -0.1708
O3 2.1570 0.0860 -0.6924
C5 1.3926 -1.7487 -3.6218
C6 -0.0754 -1.1303 -3.3333
O4 -0.9235 -1.4859 -4.1157
O5 -0.1390 -0.3993 -2.3042
H1 1.3962 1.3223 -2.4165
H2 3.3203 2.2159 -4.2506
H3 3.6652 1.4707 -2.6913
H4 2.1070 0.1835 -4.9978
H5 3.8357 -0.0844 -4.6622
H6 3.3531 -2.3064 -2.0077
H7 4.4547 -1.0373 -2.6053
H8 1.3939 -1.9521 -4.6932
H9 1.4478 -2.6769 -3.0561
C7 -4.5156 -0.5964 1.1522
C8 -3.4974 -0.3114 0.0590
C9 -3.5988 -1.3455 -1.0501
C10 -3.6696 1.0968 -0.4921
O6 -2.1575 -0.4449 0.5855
Ge1 -1.5848 0.2939 2.2209
O7 0.0171 -0.6944 1.9489
C11 0.2863 -2.0233 2.4380
C12 1.7614 -2.0408 2.8043
C13 -0.0062 -3.0041 1.3087
C14 -0.5715 -2.3453 3.6506
O8 -0.7823 1.7164 1.1837
C15 -0.0726 2.8394 1.7516
C16 1.3022 2.3889 2.2290
C17 0.0566 3.8604 0.6337
C18 -0.8744 3.4137 2.9100
H10 -5.5215 -0.6360 0.7286
H11 -4.5117 0.1694 1.9296
H12 -4.3077 -1.5597 1.6233
H13 -4.5840 -1.3224 -1.5213
H14 -3.4401 -2.3460 -0.6423
H15 -2.8475 -1.1636 -1.8208
H16 -4.6625 1.2279 -0.9290
H17 -2.9328 1.2995 -1.2731
H18 -3.5391 1.8443 0.2929
H19 2.3726 -1.6951 1.9679
H20 2.0906 -3.0449 3.0819
H21 1.9488 -1.3725 3.6463
H22 0.5922 -2.7651 0.4207
H23 -1.0589 -2.9763 1.0240
H24 0.2545 -4.0270 1.5904
H25 -0.4299 -1.6016 4.4364
H26 -0.2940 -3.3222 4.0540
H27 -1.6350 -2.3838 3.4042
H28 1.9069 1.9711 1.4191
H29 1.2202 1.6220 3.0010
H30 1.8482 3.2382 2.6468
H31 0.5548 3.4298 -0.2391
H32 0.6547 4.7139 0.9617
H33 -0.9232 4.2223 0.3188
H34 -0.9306 2.7188 3.7492
H35 -1.8926 3.6449 2.5911
H36 -0.4119 4.3342 3.2744

## Properties
Molecular weight ... 507.17 Da
Spin multiplicity ... 2
Net charge ... 0
HOMO (spin up / spin down) ... -8.17 / -8.18 eV
Electronic energy ... -4118.86269 hartree
HOMO-LUMO gap (spin up / spin down) ... 8.5 / 5.1 eV

---

C18H36Cu3O16S3 as an isolated structure, computed with ωB97M-V/def2-TZVPD.

CARTESIAN COORDINATES (ANGSTROEM)
Cu1 -3.6614 -12.7317 -10.0211
Cu2 0.0099 -11.0102 -7.4192
Cu3 2.6536 -12.2863 -10.6645
S1 -3.1732 -12.0845 -7.4247
O1 -1.9525 -11.4891 -6.9079
O2 -2.8421 -13.2876 -8.1627
O3 -4.2899 -12.3965 -6.5081
O4 -3.6964 -11.2421 -8.5220
S2 -0.4997 -12.0557 -9.8704
O5 -0.1902 -12.6756 -8.6417
O6 -0.6153 -10.6487 -9.4349
O7 0.6764 -12.3256 -10.6370
O8 -1.6985 -12.4886 -10.5644
C1 -1.1203 -6.4154 -12.9871
C2 -0.2378 -7.2362 -12.1522
C3 -1.0896 -8.3458 -11.4910
O9 -2.3994 -8.0922 -12.0519
C4 -2.4283 -7.1820 -13.1502
H1 -0.6477 -6.2472 -13.9548
H2 -1.1657 -5.4438 -12.4952
H3 0.1978 -6.6543 -11.3400
H4 0.4624 -7.6265 -12.8907
H5 -1.1661 -8.3764 -10.4041
H6 -0.8452 -9.3887 -11.6927
H7 -3.2875 -6.5292 -13.3040
H8 -2.3905 -7.8517 -14.0094
C5 1.5950 -16.6166 -10.3711
C6 2.9346 -16.7624 -11.1181
C7 2.8937 -15.4656 -11.9781
O10 2.4434 -14.5147 -11.0082
C8 1.2753 -15.1216 -10.3683
H9 1.6221 -16.9940 -9.3488
H10 0.8592 -17.2498 -10.8668
H11 2.8778 -17.5914 -11.8236
H12 3.7575 -17.0102 -10.4477
H13 2.2097 -15.4207 -12.8255
H14 3.8775 -15.1968 -12.3629
H15 0.3162 -14.9645 -10.8618
H16 1.3416 -14.6403 -9.3925
C9 -0.2700 -6.7051 -6.8089
C10 -1.7816 -7.0147 -6.6691
C11 -1.9853 -8.3270 -7.3984
O11 -0.7318 -8.9107 -7.0434
C12 0.3901 -7.9887 -7.0122
H17 0.1250 -6.2123 -5.9204
H18 -0.2049 -5.9572 -7.5992
H19 -2.5112 -6.3380 -7.1141
H20 -2.1066 -7.1966 -5.6448
H21 -2.1427 -8.1209 -8.4571
H22 -2.7118 -9.0858 -7.1075
H23 0.9955 -7.9386 -7.9173
H24 1.1454 -8.2682 -6.2777
C13 -3.3751 -16.7042 -10.4054
C14 -2.8729 -16.7621 -11.7510
C15 -2.6816 -15.1984 -12.0245
O12 -3.5332 -14.5246 -11.1233
C16 -4.3086 -15.5106 -10.3346
H25 -2.5861 -16.4463 -9.6988
H26 -3.8600 -17.5751 -9.9644
H27 -3.6602 -17.0448 -12.4497
H28 -1.9260 -17.2791 -11.9063
H29 -2.9887 -14.8587 -13.0137
H30 -1.6879 -14.7529 -11.9780
H31 -5.2134 -15.7343 -10.8998
H32 -4.5816 -15.3075 -9.2990
C17 -2.0116 -12.7476 -15.4020
C18 -1.3643 -12.3715 -14.0613
O13 -0.1013 -11.9358 -14.3037
S3 0.2207 -11.5959 -15.8799
O14 0.9311 -12.6578 -16.5988
O15 0.6842 -10.2121 -16.0332
O16 -1.3769 -11.7613 -16.2118
H33 -3.0760 -12.5326 -15.4962
H34 -1.7787 -13.7857 -15.6390
H35 -1.3862 -13.0180 -13.1840
H36 -2.0700 -11.6232 -13.7006

## Properties
Molecular weight ... 795.31 Da
Spin multiplicity ... 4
Net charge ... +2
HOMO (spin up / spin down) ... -14.44 / -14.12 eV
Electronic energy ... -8026.38205 hartree
HOMO-LUMO gap (spin up / spin down) ... 8.0 / 3.5 eV